[1]
{
  "formula": "C2Br2ClF3",
  "method": "the ωB97M-V functional and the def2-TZVPD basis",
  "e_above_lowest_kj_mol": 0.0,
  "charge": 0,
  "orbital_gap_ev": 10.27,
  "e_homo_ev": -10.8,
  "elements": ["C", "C", "F", "F", "F", "Cl", "Br", "Br"],
  "coordinates": [[-0.809, 0.069, 0.320], [0.785, -0.100, -0.319], [-1.603, -0.489, -0.593], [-1.221, 1.311, 0.317], [-0.927, -0.504, 1.507], [0.482, -0.312, -2.074], [1.663, 1.606, 0.356], [1.631, -1.579, 0.485]],
  "atomic_forces_ev_per_a": [[1.715, -0.720, -2.236], [-2.647, 1.537, 1.122], [-0.666, -1.328, 0.730], [0.360, 1.080, 1.019], [-0.122, 0.345, -0.282], [1.333, 0.578, 0.813], [-0.219, -1.158, -1.032], [0.246, -0.335, -0.134]],
  "mulliken_charge": [0.717, 0.007, -0.241, -0.201, -0.204, -0.086, -0.026, 0.034]
}

[2]
{
  "formula": "C2Br2N2O2",
  "method": "the ωB97M-V functional and the def2-TZVPD basis",
  "e_above_lowest_kj_mol": 54.1,
  "charge": 0,
  "orbital_gap_ev": 9.67,
  "e_homo_ev": -11.1,
  "elements": ["C", "C", "N", "N", "O", "O", "Br", "Br"],
  "coordinates": [[-0.110, 0.308, -1.333], [0.778, -0.126, -0.109], [-0.741, 0.617, -2.227], [0.109, 0.115, 1.075], [0.737, 0.453, 2.012], [-1.077, -0.084, 1.070], [1.361, -1.915, -0.229], [2.250, 1.167, 0.016]],
  "atomic_forces_ev_per_a": [[2.130, -1.391, 3.096], [1.484, 1.821, -5.592], [-0.615, 0.353, -1.000], [-3.272, -0.289, 2.648], [1.016, 0.383, 2.546], [-1.308, -0.285, -0.317], [0.016, -0.402, -0.065], [0.548, -0.190, -1.316]],
  "mulliken_charge": [0.130, 0.245, -0.315, 0.931, -0.496, -0.533, 0.036, 0.002]
}

[3]
{
  "formula": "C2Br6",
  "method": "the ωB97M-V functional and the def2-TZVPD basis",
  "e_above_lowest_kj_mol": 19.0,
  "charge": 0,
  "orbital_gap_ev": 9.87,
  "e_homo_ev": -10.1,
  "elements": ["C", "C", "Br", "Br", "Br", "Br", "Br", "Br"],
  "coordinates": [[-0.967, 0.010, -0.044], [1.000, -0.005, 0.105], [-1.597, -1.563, 0.753], [-1.396, 0.090, -1.964], [-1.510, 1.624, 0.815], [1.555, 1.590, -0.761], [1.443, -0.156, 1.948], [1.473, -1.590, -0.851]],
  "atomic_forces_ev_per_a": [[2.923, 0.627, -0.607], [-3.291, -0.400, -0.645], [-0.289, -0.252, 0.236], [0.170, -0.096, 0.841], [-0.216, -0.134, 0.138], [0.326, -0.038, 0.177], [0.009, 0.254, -0.088], [0.367, 0.039, -0.053]],
  "mulliken_charge": [-0.327, -0.257, 0.121, 0.073, 0.095, 0.104, 0.102, 0.089]
}

[4]
{
  "formula": "C2BrClFIO",
  "method": "the ωB97M-V functional and the def2-TZVPD basis",
  "e_above_lowest_kj_mol": 174.0,
  "charge": 0,
  "orbital_gap_ev": 8.61,
  "e_homo_ev": -9.4,
  "elements": ["C", "C", "O", "F", "Cl", "Br", "I"],
  "coordinates": [[0.371, 0.784, -0.422], [-0.152, -1.044, 0.636], [0.208, 0.852, -1.559], [-1.435, -0.921, 0.855], [0.793, 2.032, 0.678], [0.193, -2.447, -0.625], [1.052, -1.085, 2.454]],
  "atomic_forces_ev_per_a": [[-1.043, -2.907, 2.526], [2.129, 2.545, -1.396], [0.022, 0.011, -1.336], [-0.627, -0.030, 0.389], [0.193, 0.333, 0.253], [-0.030, 0.205, 0.304], [-0.644, -0.157, -0.740]],
  "mulliken_charge": [0.460, -0.028, -0.302, -0.145, -0.098, -0.037, 0.150]
}

[5]
{
  "formula": "C2BrF3S",
  "method": "the ωB97M-V functional and the def2-TZVPD basis",
  "e_above_lowest_kj_mol": 346.4,
  "charge": 0,
  "orbital_gap_ev": 8.59,
  "e_homo_ev": -10.3,
  "elements": ["C", "C", "F", "F", "F", "S", "Br"],
  "coordinates": [[0.562, 0.091, -0.039], [-0.740, -0.525, 0.130], [-0.308, 2.051, 0.343], [1.511, 0.474, -0.897], [-0.892, -1.859, -0.213], [0.473, -0.384, 1.541], [-2.388, 0.232, 0.007]],
  "atomic_forces_ev_per_a": [[0.583, 3.707, -0.322], [0.241, -2.004, -0.451], [1.244, -2.008, -0.568], [-1.981, -1.281, 1.485], [0.704, 0.830, -0.095], [0.287, 0.057, -0.098], [-1.077, 0.698, 0.048]],
  "mulliken_charge": [0.614, 0.224, -0.634, -0.130, -0.195, 0.042, 0.079]
}

[6]
{
  "formula": "C2BrN2P",
  "method": "the ωB97M-V functional and the def2-TZVPD basis",
  "e_above_lowest_kj_mol": 234.6,
  "charge": 0,
  "orbital_gap_ev": [8.57, 4.42],
  "e_homo_ev": [-10.9, -9.2],
  "elements": ["C", "C", "N", "N", "P", "Br"],
  "coordinates": [[-1.715, 2.099, -0.321], [1.008, -1.411, 0.494], [-1.392, 1.462, -1.197], [1.022, -2.543, 0.778], [1.302, 0.221, -0.128], [3.511, 0.182, -0.001]],
  "atomic_forces_ev_per_a": [[-1.080, 2.042, 2.760], [0.609, -1.393, 0.084], [0.933, -1.994, -2.778], [-0.374, 1.316, -0.167], [0.138, 0.062, 0.083], [-0.226, -0.034, 0.019]],
  "mulliken_charge": [0.219, 0.267, -0.205, -0.306, 0.189, -0.163]
}

[7]
{
  "formula": "C2CeO4",
  "method": "the ωB97M-V functional and the def2-TZVPD basis",
  "e_above_lowest_kj_mol": 0.0,
  "spin_multiplicity": 2,
  "s2": 0.77,
  "charge": 1,
  "orbital_gap_ev": [5.96, 6.02],
  "e_homo_ev": [-11.7, -11.7],
  "elements": ["O", "C", "O", "Ce", "O", "C", "O"],
  "coordinates": [[1.644, -0.303, -1.165], [1.786, 0.093, -2.257], [1.971, 0.359, -3.356], [0.420, -0.688, 1.027], [-1.074, -0.091, 2.639], [-1.836, 0.010, 1.550], [-2.911, 0.619, 1.561]],
  "atomic_forces_ev_per_a": [[-0.346, 0.170, 0.956], [0.659, -0.224, -2.270], [-0.280, 0.201, 0.999], [-2.645, 0.573, 2.339], [2.569, -1.188, -1.502], [-2.536, 2.587, 0.478], [2.578, -2.118, -1.000]],
  "mulliken_spin": [0.001, 0.000, 0.000, 1.078, -0.026, -0.042, -0.010]
}

[8]
{
  "formula": "C2Cl2FNS",
  "method": "the ωB97M-V functional and the def2-TZVPD basis",
  "e_above_lowest_kj_mol": 224.8,
  "spin_multiplicity": 3,
  "s2": 2.01,
  "charge": 0,
  "orbital_gap_ev": [5.93, 6.61],
  "e_homo_ev": [-5.5, -10.4],
  "elements": ["C", "C", "N", "F", "S", "Cl", "Cl"],
  "coordinates": [[-1.645, -0.222, 0.259], [1.201, 0.383, -0.108], [-0.502, 0.170, 0.129], [1.554, -0.092, -1.271], [-3.288, -0.527, 0.389], [1.862, -0.546, 1.265], [1.412, 2.073, 0.129]],
  "atomic_forces_ev_per_a": [[1.573, -0.306, -0.470], [1.969, -1.581, 1.493], [-5.973, 1.842, 0.621], [0.502, 0.107, -0.742], [1.408, -0.131, -0.066], [0.502, -0.007, -0.378], [0.019, 0.076, -0.458]],
  "mulliken_spin": [0.081, 0.413, 0.501, 0.017, 0.885, 0.073, 0.031]
}

Question: Number 7 is which compound?
Answer: C2CeO4